# 1
{"formula": "C15H12N6O4S", "method": "wB97M-V/def2-TZVPD", "molar_mass_g_mol": 372.4, "orbital_gap_ha": 0.276, "lumo_energy_ev": -0.9, "e_homo_ev": -8.46, "multiplicity": 1, "symbols": ["C", "C", "C", "C", "C", "C", "S", "C", "N", "C", "C", "C", "N", "H", "H", "H", "H", "H", "H", "H", "H", "H", "H", "O", "N", "C", "C", "C", "N", "O", "O", "N", "C", "N", "C", "O", "H", "H"], "positions_angstrom": [[3.03549, -1.77677, 2.45432], [1.62594, -1.89288, 2.37950], [0.86012, -0.73601, 2.40307], [1.46143, 0.52877, 2.45800], [2.86039, 0.65904, 2.52021], [3.65078, -0.51227, 2.53181], [0.21985, 1.76334, 2.43828], [-1.02850, 0.55849, 2.34232], [-2.29482, 0.79136, 2.12634], [-3.27867, -0.23212, 2.05466], [-2.77776, -1.48597, 2.72934], [-1.39799, -1.89157, 2.26930], [-0.52952, -0.70064, 2.42055], [3.63908, -2.68448, 2.45236], [1.09865, -2.84843, 2.30913], [3.30565, 1.65603, 2.55327], [4.74602, -0.42860, 2.59269], [-4.14391, 0.16096, 2.61498], [-3.58559, -0.40577, 1.00460], [-2.79134, -1.26443, 3.80044], [-3.50053, -2.29946, 2.63181], [-1.00148, -2.74628, 2.84271], [-1.46904, -2.18168, 1.20981], [-2.76922, 2.38844, 4.64708], [-3.92326, 2.89607, 4.43630], [-4.33362, 2.86765, 3.06328], [-3.31600, 2.40941, 2.13121], [-3.71554, 2.44698, 0.77367], [-2.91183, 2.24097, -0.34964], [-1.78661, 1.76474, -0.49405], [-3.53384, 2.90718, -1.40022], [-4.81144, 3.47131, -0.97648], [-4.90283, 3.14172, 0.35303], [-5.80186, 3.55775, 1.27426], [-5.57474, 3.35791, 2.58740], [-4.59626, 3.38392, 5.37578], [-2.27093, 2.69748, 2.47248], [-6.30369, 3.61149, 3.36886]]}

=====

# 2
{"formula": "C25H70ClN6O16", "method": "wB97M-V/def2-TZVPD", "molar_mass_g_mol": 746.3, "orbital_gap_ha": [0.261, 0.069], "lumo_energy_ev": [-0.9, -6.1], "e_homo_ev": [-7.97, -7.97], "multiplicity": 2, "s_squared": 0.75, "symbols": ["Cl", "O", "O", "O", "O", "C", "O", "C", "C", "N", "C", "C", "O", "C", "H", "H", "H", "H", "H", "H", "H", "H", "H", "H", "H", "H", "H", "H", "H", "C", "O", "C", "C", "N", "C", "C", "O", "C", "H", "H", "H", "H", "H", "H", "H", "H", "H", "H", "H", "H", "H", "H", "H", "C", "O", "C", "C", "N", "C", "C", "O", "C", "H", "H", "H", "H", "H", "H", "H", "H", "H", "H", "H", "H", "H", "H", "H", "C", "O", "C", "C", "N", "C", "C", "O", "C", "H", "H", "H", "H", "H", "H", "H", "H", "H", "H", "H", "H", "H", "H", "H", "C", "O", "N", "N", "H", "H", "H", "H", "O", "H", "H", "O", "H", "H", "O", "H", "H"], "positions_angstrom": [[0.26408, -24.21185, -10.91307], [1.26308, -24.43982, -9.92494], [0.83890, -23.44657, -11.97300], [-0.17770, -25.43653, -11.40294], [-0.87004, -23.35472, -10.46894], [2.19617, -27.96126, -13.17483], [1.70338, -28.17576, -14.49424], [0.61859, -27.25564, -14.93418], [-0.77354, -27.54294, -14.36896], [-1.34687, -28.83771, -14.84160], [-0.83144, -29.98202, -14.03399], [-1.35305, -31.32957, -14.60323], [-1.70472, -32.30800, -13.63192], [-2.95189, -32.01033, -12.87761], [1.50752, -28.29259, -12.39760], [2.48178, -26.94685, -12.89646], [3.06019, -28.61244, -13.04240], [0.53408, -27.28098, -16.02060], [0.84664, -26.23612, -14.62324], [-1.43468, -26.71715, -14.63180], [-0.63766, -27.57893, -13.28806], [-2.35545, -28.79109, -14.86822], [-1.18367, -29.84184, -13.01204], [0.24903, -29.92596, -14.16637], [-0.67103, -31.69644, -15.37029], [-2.28007, -31.18630, -15.15840], [-3.07499, -31.06625, -12.34691], [-3.30480, -32.83810, -12.26250], [-3.73627, -32.02487, -13.63434], [-4.40224, -24.66490, -10.29427], [-4.91549, -25.97137, -10.11096], [-6.27112, -25.98377, -9.79839], [-6.66419, -25.29001, -8.59618], [-5.85002, -25.67392, -7.46909], [-5.23814, -24.46162, -6.84509], [-6.27016, -23.40129, -6.43001], [-7.17550, -23.80944, -5.41059], [-7.30051, -22.74641, -4.42688], [-5.02188, -23.81778, -10.00010], [-4.31449, -24.77316, -11.37532], [-3.44548, -24.65520, -9.77213], [-6.45723, -27.05476, -9.71809], [-6.81635, -25.63192, -10.67419], [-7.67290, -25.53766, -8.26563], [-6.58804, -24.24798, -8.90679], [-6.44514, -26.18736, -6.83482], [-4.28397, -24.16890, -7.28322], [-4.79482, -24.69482, -5.87700], [-7.01164, -23.15129, -7.18882], [-5.68976, -22.50644, -6.20533], [-6.42660, -22.75260, -3.77546], [-8.02584, -23.06623, -3.67873], [-7.43354, -21.74069, -4.82555], [-3.08462, -35.12007, -10.14015], [-2.20456, -34.01661, -10.00118], [-2.96993, -32.79608, -9.56534], [-2.06717, -31.50215, -9.72142], [-0.88665, -31.52085, -8.75701], [-0.11472, -30.28491, -8.80451], [-0.40786, -29.31483, -7.64219], [-1.56427, -28.45352, -7.84471], [-1.35172, -27.63424, -9.03998], [-3.61953, -35.01161, -11.08366], [-3.72400, -35.21199, -9.26216], [-2.57882, -36.07987, -10.24525], [-3.18742, -32.85468, -8.49887], [-3.96531, -32.78290, -10.00936], [-2.70725, -30.62038, -9.75136], [-1.72499, -31.58280, -10.75316], [-0.34741, -32.34487, -8.98133], [-0.31587, -29.84580, -9.78166], [0.91142, -30.64391, -8.72535], [0.36790, -28.59698, -7.37574], [-0.49617, -29.74273, -6.64359], [-1.24865, -28.19379, -9.96969], [-0.52560, -26.93304, -8.92186], [-2.13891, -26.93041, -9.31027], [1.91663, -19.75559, -9.98352], [3.11377, -19.10130, -10.36057], [3.81498, -18.19927, -9.41838], [4.06323, -18.72641, -7.95911], [5.30871, -19.49842, -8.01064], [5.55802, -20.22829, -6.76123], [4.88308, -21.62968, -6.88398], [5.36479, -22.48294, -7.94879], [4.51208, -23.60128, -8.22178], [1.35551, -19.22579, -9.21375], [1.93733, -20.80512, -9.68999], [1.23898, -19.62726, -10.82756], [3.13965, -17.34384, -9.40217], [4.77802, -17.87952, -9.81641], [3.24402, -19.37109, -7.64072], [4.19350, -17.84113, -7.33669], [5.38957, -20.13613, -8.78968], [5.06680, -19.70490, -5.94094], [6.62782, -20.43697, -6.75197], [3.80048, -21.56103, -6.99049], [5.13965, -22.16951, -5.97247], [4.47411, -24.23626, -7.33664], [4.86473, -24.23712, -9.03384], [3.53528, -23.24991, -8.55420], [-1.66419, -22.19656, -14.29036], [-2.33445, -21.98532, -15.23443], [-0.66162, -21.41654, -13.92172], [-1.87028, -23.30762, -13.57398], [-0.13380, -21.69603, -13.10724], [-0.53722, -20.53059, -14.39046], [-1.17198, -23.49366, -12.86840], [-2.44489, -24.07120, -13.90090], [3.47460, -27.50065, -9.03992], [2.79382, -28.00148, -8.59056], [3.05485, -26.66907, -9.26021], [-1.27165, -20.57325, -9.38886], [-1.19319, -21.44526, -9.77575], [-1.41370, -20.73630, -8.45641], [0.47866, -22.53999, -7.64984], [0.29545, -23.47915, -7.67538], [0.75986, -22.32606, -8.53943]]}

=====

# 3
{"formula": "C27H62N2O5", "method": "wB97M-V/def2-TZVPD", "molar_mass_g_mol": 494.8, "orbital_gap_ha": 0.302, "lumo_energy_ev": 0.5, "e_homo_ev": -7.73, "de_lowest_ev": 2.345, "multiplicity": 1, "smiles": "CC1(C)CCCC(C)(C)N1O.CC1(C)CCCC(C)(C)N1O.CC(C)O.CC(C)O.CC(C)O", "symbols": ["C", "C", "C", "C", "C", "C", "C", "C", "C", "N", "O", "H", "H", "H", "H", "H", "H", "H", "H", "H", "H", "H", "H", "H", "H", "H", "H", "H", "H", "H", "C", "C", "C", "C", "C", "C", "C", "C", "C", "N", "O", "H", "H", "H", "H", "H", "H", "H", "H", "H", "H", "H", "H", "H", "H", "H", "H", "H", "H", "H", "C", "C", "C", "O", "H", "H", "H", "H", "H", "H", "H", "H", "C", "C", "C", "O", "H", "H", "H", "H", "H", "H", "H", "H", "C", "C", "C", "O", "H", "H", "H", "H", "H", "H", "H", "H"], "positions_angstrom": [[-25.12199, -8.29032, -13.88606], [-26.67006, -8.43821, -13.90685], [-27.17542, -9.96242, -14.19787], [-27.27522, -7.89284, -12.57298], [-27.41423, -6.32899, -12.53497], [-28.02974, -5.70663, -13.84940], [-27.26629, -6.21320, -15.11864], [-28.27745, -5.84606, -16.21908], [-26.03720, -5.32308, -15.31560], [-27.08583, -7.63007, -15.09148], [-26.59168, -8.04128, -16.31594], [-24.74479, -7.26875, -13.93329], [-24.53970, -8.84430, -13.14976], [-24.73912, -8.77072, -14.78647], [-27.02470, -10.51871, -13.27272], [-28.25465, -9.89028, -14.33269], [-26.79260, -10.56694, -15.02012], [-28.29531, -8.25684, -12.45042], [-26.59626, -8.24593, -11.79682], [-27.91823, -5.96966, -11.63777], [-26.38689, -5.96718, -12.49293], [-28.03026, -4.61724, -13.81304], [-29.08806, -5.95874, -13.91651], [-29.07958, -6.58392, -16.20300], [-27.89612, -5.83791, -17.24017], [-28.69039, -4.83738, -16.20712], [-26.34771, -4.27843, -15.33549], [-25.39864, -5.59815, -16.15505], [-25.31949, -5.29339, -14.49577], [-27.39156, -8.37898, -16.72552], [-34.73817, -14.96213, -17.73465], [-35.28192, -13.46627, -17.57570], [-36.85894, -13.50887, -17.70990], [-34.80400, -12.94598, -16.22158], [-34.89694, -11.42197, -16.09564], [-34.20693, -10.79988, -17.27100], [-34.73791, -11.24567, -18.68932], [-36.14810, -10.59572, -18.89921], [-33.69747, -10.68579, -19.73387], [-34.82851, -12.76796, -18.76743], [-35.23952, -13.19486, -20.06757], [-33.65712, -14.95400, -17.87381], [-34.88037, -15.58711, -16.85302], [-35.17221, -15.55518, -18.53965], [-37.32027, -13.75024, -18.66751], [-37.29149, -14.22307, -17.00923], [-37.45355, -12.64165, -17.42273], [-35.48606, -13.38716, -15.49476], [-33.76310, -13.17705, -15.99522], [-35.95404, -11.16589, -16.02445], [-34.41839, -11.12213, -15.16335], [-33.17067, -11.12827, -17.19072], [-34.19772, -9.71181, -17.20687], [-35.99493, -9.54921, -19.16271], [-36.77135, -10.73728, -18.01624], [-36.80262, -10.87082, -19.72626], [-33.59256, -9.60103, -19.71399], [-34.08000, -11.02113, -20.69788], [-32.70901, -11.14147, -19.67563], [-34.43056, -13.61554, -20.36790], [-31.03753, -8.40376, -17.49356], [-29.90145, -9.34957, -17.02230], [-30.45684, -10.76907, -17.12383], [-28.76639, -9.26726, -17.84675], [-30.57689, -7.43144, -17.66819], [-31.75831, -8.38564, -16.67609], [-31.53683, -8.77694, -18.38773], [-29.71556, -9.11496, -15.97421], [-30.81461, -11.15375, -18.07888], [-31.26012, -10.88940, -16.39695], [-29.69240, -11.53312, -16.98256], [-28.98252, -8.63970, -18.54033], [-27.80832, -12.45320, -18.90561], [-27.16383, -13.33954, -19.90883], [-25.90894, -12.86042, -20.64732], [-26.98356, -14.58048, -19.31129], [-28.44130, -11.72595, -19.41407], [-26.97925, -11.92664, -18.43287], [-28.40623, -12.89270, -18.10721], [-28.00482, -13.54086, -20.57239], [-25.99562, -11.87963, -21.11490], [-25.56251, -13.58305, -21.38615], [-25.15595, -12.84436, -19.85937], [-26.60941, -15.11793, -20.01326], [-31.38395, -4.09155, -17.17681], [-31.53120, -2.94648, -16.21030], [-32.17832, -3.30220, -14.90394], [-30.18837, -2.59567, -15.95500], [-30.83904, -4.88985, -16.67293], [-30.83552, -3.84358, -18.08555], [-32.36424, -4.48265, -17.44915], [-32.02325, -2.07855, -16.64926], [-32.12896, -2.43593, -14.24422], [-31.76321, -4.15331, -14.36415], [-33.21840, -3.58229, -15.07098], [-29.81503, -2.23695, -16.76341]]}

=====

# 4
{"formula": "C24H21Br4F6N3O6S2SbTi", "method": "wB97M-V/def2-TZVPD", "molar_mass_g_mol": 1114.8, "orbital_gap_ha": [0.244, 0.174], "total_charge": -2, "lumo_energy_ev": [3.4, 1.5], "e_homo_ev": [-3.27, -3.26], "de_lowest_ev": 0.000, "multiplicity": 2, "s_squared": 0.76, "symbols": ["Ti", "C", "C", "N", "C", "C", "C", "S", "N", "C", "O", "C", "C", "C", "C", "C", "C", "H", "H", "H", "H", "H", "H", "H", "H", "H", "H", "H", "H", "H", "H", "H", "Br", "C", "C", "Br", "C", "Br", "C", "O", "C", "O", "C", "Br", "F", "Sb", "F", "F", "F", "F", "F", "N", "C", "C", "C", "C", "C", "C", "S", "O", "O", "O", "H", "H", "H", "H", "H", "H"], "positions_angstrom": [[-0.20263, 0.27926, 1.39158], [-3.64192, -4.39158, 1.59150], [-3.01265, -3.01231, 1.76127], [-3.28696, -2.12328, 0.62987], [-4.49209, -1.30459, 0.68551], [-5.69849, -1.92589, -0.00644], [-2.45631, -2.03849, -0.42246], [-2.77772, -1.12339, -1.79040], [-1.29615, -2.79533, -0.33589], [-0.15021, -2.24990, -0.18876], [0.06815, -0.96441, -0.02826], [1.06232, -3.11892, -0.21600], [0.93997, -4.50510, -0.24969], [2.07159, -5.30249, -0.27689], [3.33582, -4.72269, -0.27456], [3.46135, -3.34242, -0.24144], [2.32704, -2.54401, -0.20726], [-3.33822, -5.04270, 2.41420], [-3.30631, -4.83970, 0.65556], [-4.73172, -4.34468, 1.58171], [-1.94151, -3.11431, 1.87365], [-3.37952, -2.52103, 2.66226], [-4.25446, -0.34947, 0.22376], [-4.70247, -1.11988, 1.74063], [-5.47017, -2.10841, -1.05640], [-6.54363, -1.23596, 0.04868], [-5.99673, -2.86495, 0.46184], [-0.05179, -4.93713, -0.25997], [1.97004, -6.38071, -0.30217], [4.21986, -5.34816, -0.29967], [4.43887, -2.87765, -0.24104], [2.41782, -1.46858, -0.17628], [-4.06311, 5.60105, -0.83459], [-2.65114, 4.38693, -0.56517], [-1.31154, 4.76992, -0.91268], [-0.99747, 6.46991, -1.64718], [-0.25283, 3.91718, -0.72004], [1.50883, 4.33361, -1.17747], [-0.49219, 2.62785, -0.17068], [0.40361, 1.76832, 0.08621], [-1.85327, 2.23745, 0.18268], [-1.98496, 1.09157, 0.70130], [-2.91619, 3.15290, -0.03346], [-4.63173, 2.58269, 0.46917], [-1.19408, -0.83630, 2.40269], [-1.08343, 0.51572, 4.93448], [-0.33736, 1.62968, 2.69084], [-2.75167, 1.06496, 4.22758], [-1.08025, 1.94663, 6.21370], [-1.98919, -0.69099, 6.14209], [1.40333, -0.13504, 2.10156], [3.86155, 0.97413, 0.41176], [3.98741, 1.78321, -0.73621], [4.75515, 2.94680, -0.68709], [4.91092, 3.74074, -1.81206], [4.31092, 3.38631, -3.01376], [3.55055, 2.22870, -3.06924], [3.38937, 1.43025, -1.94176], [4.54851, 4.43669, -4.45007], [3.60646, 3.93587, -5.44208], [4.25162, 5.78029, -3.96400], [5.95096, 4.24764, -4.81092], [4.05692, 1.48434, 1.26047], [2.96072, 0.52872, 0.52518], [5.21745, 3.23631, 0.25251], [5.49187, 4.65401, -1.76811], [3.07119, 1.97131, -4.00494], [2.77187, 0.53944, -1.98916]]}

=====

no.,total energy (eV)
1,-43706.049
2,-81263.611
3,-42217.254
4,-389795.823